# 1
3 unconnected molecules or ions with the total composition C4H14NO3 in a non-equilibrium geometry. Source: the OMol25 dataset; level of theory: wB97M-V/def2-TZVPD.

Geometry as XYZ:
```
22
Properties=species:S:1:pos:R:3:nbo_charge:R:1
C 0.91 -0.30 2.21 -0.63
C 0.86 0.43 0.85 -0.03
C 2.03 0.02 -0.14 -0.63
N -0.33 0.28 0.16 -0.75
C -0.93 1.41 -0.79 0.19
O -2.18 1.57 -0.56 -0.86
H -0.09 -0.53 2.91 0.21
H 1.46 -1.36 1.97 0.19
H 1.72 0.02 2.87 0.20
H 1.01 1.71 1.03 0.11
H 3.01 0.43 -0.14 0.20
H 2.05 -0.95 -0.46 0.19
H 1.55 0.53 -1.13 0.21
H -1.21 0.17 0.72 0.38
H -0.11 2.33 -0.65 0.01
H -0.47 1.17 -1.68 0.09
H -1.19 -2.55 0.45 0.46
H -0.14 -2.25 -0.39 0.47
O -0.62 -2.95 -0.10 -0.93
H -2.05 0.42 -3.04 0.44
H -2.62 0.49 -1.61 0.50
O -2.67 -0.08 -2.47 -1.02
```

Properties
- Net charge: -1
- Calculated total energy: -12005.336 eV

***

# 2
A molecular structure, C52H55BrN3O2P2S2Tl in a non-equilibrium geometry. Source: the OMol25 dataset; level of theory: wB97M-V/def2-TZVPD.

Geometry as XYZ:
```
118
Properties=species:S:1:pos:R:3:mulliken_charge:R:1
Tl 0.53 0.10 0.15 0.60
O -1.64 2.09 2.91 -0.53
C -1.87 2.72 1.97 0.45
C -2.60 3.74 1.29 -0.27
C -3.26 4.75 2.06 -0.81
C -3.98 5.77 1.43 -0.37
C -3.92 5.91 0.00 -1.04
C -3.26 4.89 -0.74 0.11
C -2.62 3.80 -0.15 0.11
P -1.78 2.53 -1.07 0.81
C -3.18 1.74 -1.90 0.33
C -3.50 0.39 -1.64 -0.16
C -4.57 -0.22 -2.35 -0.16
C -5.36 0.59 -3.19 -0.80
C -4.99 1.91 -3.49 -0.80
C -3.98 2.50 -2.79 0.22
C -1.04 3.42 -2.48 0.28
C -1.10 3.00 -3.78 -0.26
C -0.61 3.74 -4.82 -0.62
C -0.02 5.00 -4.52 -0.61
C 0.20 5.39 -3.17 -0.63
C -0.37 4.64 -2.17 -0.91
H -3.23 4.77 3.15 0.40
H -4.55 6.47 2.07 0.34
H -4.42 6.72 -0.56 0.36
H -3.18 5.07 -1.83 0.09
H -2.89 -0.20 -0.97 0.22
H -4.85 -1.27 -2.28 0.40
H -6.22 0.17 -3.69 0.37
H -5.50 2.38 -4.33 0.41
H -3.72 3.61 -3.06 -0.05
H -1.55 2.02 -3.93 0.39
H -0.77 3.45 -5.84 0.48
H 0.32 5.62 -5.36 0.35
H 0.85 6.21 -2.90 0.46
H -0.32 5.01 -1.16 0.54
C 5.46 0.24 4.96 -1.65
C 4.39 0.39 3.85 0.77
C 3.73 1.77 3.81 -1.40
P 3.08 -0.95 3.60 0.05
C 3.93 -2.56 3.73 0.55
C 4.50 -2.94 5.08 -1.47
C 4.95 -2.70 2.56 -1.38
C 2.00 -0.72 5.18 0.82
C 0.95 -1.80 5.35 -1.61
C 2.62 -0.39 6.51 -1.63
H 5.68 1.16 5.46 0.41
H 6.37 -0.19 4.53 0.29
H 5.15 -0.39 5.79 0.35
H 4.89 0.22 2.86 0.35
H 3.52 2.13 4.82 0.34
H 2.73 1.70 3.34 0.25
H 4.33 2.56 3.27 0.36
H 3.16 -3.27 3.49 0.34
H 5.50 -2.54 5.26 0.28
H 4.63 -4.02 5.24 0.43
H 3.88 -2.58 5.91 0.19
H 5.74 -1.95 2.51 0.30
H 4.45 -2.76 1.57 0.25
H 5.53 -3.67 2.70 0.40
H 1.48 0.21 4.87 0.26
H 1.33 -2.61 5.96 0.28
H 0.63 -2.20 4.41 0.35
H 0.07 -1.48 5.94 0.45
H 3.14 -1.24 6.91 0.35
H 1.82 -0.13 7.22 0.47
H 3.29 0.47 6.50 0.27
N 2.27 -1.32 -2.60 -0.22
C 2.79 -0.14 -2.36 0.61
N 2.39 0.75 -1.45 0.01
C 3.29 1.81 -1.39 0.02
C 3.28 2.86 -0.44 -0.61
C 4.26 3.83 -0.58 -0.71
C 5.15 3.92 -1.65 -0.53
C 5.10 2.93 -2.65 -0.62
C 4.27 1.83 -2.45 0.76
S 4.23 0.39 -3.30 -0.38
H 1.26 -1.58 -2.30 -0.01
H 2.77 -2.05 -3.14 0.22
H 2.47 2.84 0.31 0.48
H 4.33 4.62 0.20 0.35
H 5.81 4.77 -1.69 0.39
H 5.82 2.88 -3.44 0.39
Br -3.49 -3.73 5.93 -0.15
C -3.17 -3.02 4.22 0.22
C -3.64 -1.75 3.89 -0.66
C -3.21 -1.26 2.66 -0.38
N -2.40 -1.90 1.81 0.27
C -2.07 -3.18 2.06 -0.34
C -2.45 -3.78 3.27 -0.69
H -4.24 -1.14 4.55 0.47
H -3.43 -0.24 2.33 0.40
H -1.59 -3.71 1.23 0.53
H -2.24 -4.85 3.43 0.41
O -0.26 -1.98 -2.10 -0.11
S -0.37 -3.37 -2.71 -0.02
C -2.05 -3.91 -2.34 0.50
C -2.84 -3.31 -1.33 -0.22
C -3.93 -3.99 -0.80 -0.54
C -4.30 -5.21 -1.30 -0.63
C -3.65 -5.71 -2.41 -0.65
C -2.49 -5.06 -2.92 -0.40
C -0.62 -3.09 -4.43 0.55
C -1.16 -1.87 -4.90 -0.71
C -1.45 -1.73 -6.25 -0.52
C -1.14 -2.73 -7.15 -0.65
C -0.46 -3.86 -6.69 -0.48
C -0.22 -4.09 -5.35 -0.48
H -2.55 -2.31 -0.96 0.57
H -4.52 -3.54 0.01 0.51
H -5.05 -5.85 -0.82 0.39
H -3.96 -6.68 -2.90 0.31
H -1.91 -5.48 -3.78 0.24
H -1.36 -1.11 -4.17 0.65
H -2.05 -0.87 -6.54 0.41
H -1.26 -2.63 -8.21 0.38
H -0.18 -4.57 -7.43 0.42
H 0.27 -4.99 -5.03 0.51
```

Properties
- Calculated total energy: -178360.186 eV

***

# 3
A molecular structure, C4H2CoO5 in a non-equilibrium geometry. Source: the OMol25 dataset; level of theory: wB97M-V/def2-TZVPD.

Geometry as XYZ:
```
12
Properties=species:S:1:pos:R:3:nbo_charge:R:1
C 1.03 0.62 5.18 1.09
O 1.36 0.53 6.28 -0.35
O 0.67 0.63 4.07 -0.71
O 0.30 -0.25 1.56 -0.62
C 1.30 -0.29 0.88 0.69
O 2.10 0.76 0.79 -0.49
Co -0.76 0.97 2.56 0.99
H 1.53 -1.11 0.18 0.20
O 2.97 0.75 -1.73 -0.14
C 3.12 1.08 -0.61 0.69
C 3.80 0.69 0.52 0.35
H 4.42 1.41 1.06 0.30
```

Properties
- Spin multiplicity: 6
- Net charge: +2
- Calculated total energy: -52017.234 eV

***

# 4
2 unconnected molecules or ions with the total composition C3H7BrN2 in a non-equilibrium geometry. Source: the OMol25 dataset; level of theory: wB97M-V/def2-TZVPD.

Geometry as XYZ:
```
13
Properties=species:S:1:pos:R:3:nbo_charge:R:1
C 1.60 -0.53 -0.07 -0.34
C 0.30 -1.07 0.36 -0.40
C 0.27 0.19 -0.51 -0.10
N -0.07 1.42 0.01 -0.51
N -2.89 1.39 0.23 -0.71
Br -3.05 -0.34 -0.09 0.29
H 2.20 0.04 0.49 0.22
H 2.01 -1.15 -0.80 0.21
H -0.09 -2.02 0.01 0.23
H 0.07 -0.87 1.38 0.23
H 0.12 0.00 -1.56 0.19
H 0.00 2.11 -0.68 0.34
H -2.33 1.52 1.05 0.35
```

Properties
- Calculated total energy: -76240.478 eV

***

# 5
A molecular structure, C8H10EuN2S in a non-equilibrium geometry. Source: the OMol25 dataset; level of theory: wB97M-V/def2-TZVPD.

Geometry as XYZ:
```
22
Properties=species:S:1:pos:R:3:mulliken_charge:R:1
C -0.86 1.10 -2.03 -0.41
C 0.54 0.90 -2.31 -0.53
C 1.30 1.70 -1.36 -0.54
C 0.35 2.40 -0.53 -0.46
C -0.98 2.03 -0.95 -0.30
Eu 0.24 -0.05 0.07 0.81
N -1.64 -0.77 0.58 -0.55
C 0.01 -2.58 -0.15 -0.51
C 1.01 -2.10 -0.94 -0.56
H 2.41 1.69 -1.24 0.35
H 0.98 0.18 -3.03 0.57
H 0.61 3.02 0.36 0.37
H -1.92 2.32 -0.43 0.28
H -1.69 0.55 -2.52 0.25
H 0.87 -1.94 -2.02 0.27
H -0.95 -2.89 -0.57 0.24
H -2.56 -1.15 0.98 0.01
H 1.99 -1.77 -0.51 0.29
H 0.15 -2.71 0.93 0.23
S 0.00 0.00 4.94 -0.59
C -0.01 0.00 3.40 0.31
N 0.12 0.07 2.22 -0.51
```

Properties
- Spin multiplicity: 7
- Net charge: -1
- Calculated total energy: -41599.678 eV